1.
The molecule C23H31N3O3S at a distorted geometry. Source: OMol25; level of theory: ωB97M-V/def2-TZVPD.

```
61
Properties=species:S:1:pos:R:3:forces:R:3:mulliken_charge:R:1
C 5.6428 0.3071 1.5248 0.007 -0.196 0.185 -1.535
H 6.2781 -0.2992 0.8829 0.074 0.003 -0.088 0.369
H 5.0687 0.9846 0.8978 -0.058 0.100 -0.092 0.290
H 6.2778 0.9008 2.1789 0.075 0.108 0.031 0.468
C 4.7169 -0.5856 2.3539 -0.022 0.205 -0.046 0.138
C 3.9028 -1.4919 1.4634 0.102 -0.121 0.119 1.021
C 4.0016 -2.8721 1.5816 0.000 0.034 0.027 -0.874
C 3.2559 -3.7132 0.7779 -0.038 0.036 -0.120 -0.614
C 2.3945 -3.1971 -0.1792 0.118 -0.077 -0.188 0.659
C 2.2991 -1.8170 -0.3053 0.111 -0.038 -0.069 -0.754
C 3.0392 -0.9773 0.5052 0.015 0.030 0.034 -0.112
H 2.9327 0.0915 0.3876 0.008 0.145 -0.006 0.323
H 1.6397 -1.3871 -1.0485 -0.058 0.013 -0.076 0.430
C 1.5075 -4.1034 -0.9849 -0.162 0.024 0.289 -1.291
H 1.9985 -5.0588 -1.1723 0.003 -0.014 -0.090 0.432
H 1.2674 -3.6412 -1.9455 0.031 -0.049 -0.045 0.357
C 0.2037 -4.3612 -0.2047 0.089 -0.249 -0.115 -0.939
N -0.4265 -3.1148 0.1582 -0.269 -0.049 -0.305 -0.089
C -0.1960 -2.5511 1.3708 -0.255 0.034 -0.010 0.138
O 0.2544 -3.1685 2.3144 0.146 0.028 0.138 -0.656
C -0.5349 -1.0959 1.4692 -0.119 0.327 0.082 0.131
C -1.4458 -0.4501 0.6413 0.156 -0.295 0.168 0.058
C -1.6434 0.9082 0.7857 -0.288 0.428 -0.287 -0.425
C -0.9655 1.6471 1.7350 -0.133 0.151 -0.041 -0.141
C -0.0698 1.0024 2.5754 -0.017 -0.079 -0.024 -0.807
C 0.1401 -0.3575 2.4400 -0.052 -0.049 -0.008 -0.866
H 0.8317 -0.8838 3.0799 0.066 -0.040 0.047 0.574
H 0.4607 1.5600 3.3322 0.051 0.052 0.053 0.479
H -1.1603 2.7058 1.8069 0.022 0.127 0.051 0.546
S -2.7897 1.6922 -0.3430 0.475 -0.350 0.014 1.512
O -2.9123 3.0802 0.0103 0.264 -0.062 0.071 -0.704
O -3.9844 0.9060 -0.4277 0.013 -0.223 -0.121 -0.764
N -1.9388 1.4493 -1.7773 -0.563 -0.040 0.866 0.156
C -2.7574 1.3261 -2.9668 -0.662 0.034 -0.276 -1.100
C -3.2183 2.6924 -3.4670 0.097 -0.236 -0.084 -0.512
N -2.0574 3.5243 -3.7374 0.007 -0.061 0.023 -0.169
C -2.4350 4.7900 -4.3291 0.037 -0.063 0.000 -1.081
H -1.5338 5.3581 -4.5551 -0.007 0.085 -0.036 0.338
H -2.9704 4.6007 -5.2583 -0.032 0.071 -0.051 0.345
H -3.0759 5.3932 -3.6686 -0.022 0.029 0.017 0.371
C -1.2949 3.7192 -2.5140 0.143 -0.079 0.040 -0.644
C -0.8356 2.3666 -1.9689 0.383 0.523 0.066 -0.941
H -0.3401 2.4950 -1.0049 0.199 0.051 -0.096 0.331
H -0.1392 1.9014 -2.6738 -0.015 0.019 0.095 0.464
H -0.4197 4.3316 -2.7451 -0.012 -0.011 0.049 0.517
H -1.8928 4.2280 -1.7406 0.099 0.044 -0.127 0.355
H -3.7852 2.5730 -4.3931 -0.040 0.006 0.055 0.505
H -3.8757 3.1442 -2.7026 -0.038 0.031 -0.106 0.325
H -3.6134 0.7053 -2.7034 0.026 -0.031 -0.227 0.486
H -2.1572 0.8298 -3.7353 -0.028 0.016 0.075 0.407
H -2.0393 -0.9673 -0.0964 -0.002 -0.195 -0.101 0.625
H -0.6833 -2.5101 -0.6064 0.055 0.053 0.135 0.257
H -0.4888 -4.9594 -0.8029 0.054 -0.028 0.098 0.390
H 0.4251 -4.8827 0.7286 -0.074 -0.018 -0.143 0.452
H 3.3391 -4.7835 0.8989 0.002 -0.139 0.019 0.383
H 4.6661 -3.2963 2.3209 0.081 -0.021 0.087 0.326
C 3.8063 0.2587 3.2478 0.216 -0.189 0.010 -1.369
H 3.1612 0.8963 2.6480 -0.097 0.104 -0.070 0.210
H 4.4032 0.8889 3.9038 0.015 0.109 0.081 0.513
H 3.1813 -0.3852 3.8623 -0.109 -0.017 0.092 0.285
H 5.3401 -1.2138 3.0000 -0.068 -0.002 -0.066 0.420
```
Forces are in eV/Å.

For the frontier orbital gap, the calculation gives 9.18 eV. The value obtained for the calculated total energy is -1683.21947 Eh. The value obtained for the HOMO energy is -8.78 eV. The energy above the lowest of the compared OMol25 structures with the same formula, charge and spin is 30.3 kcal per mole. The value obtained for the lowest unoccupied orbital energy is 0.399 eV.


2.
A 2-piece molecular cluster, CHClN2O overall at a distorted geometry. Source: OMol25; level of theory: ωB97M-V/def2-TZVPD.

```
6
Properties=species:S:1:pos:R:3:forces:R:3:mulliken_charge:R:1
C -0.8555 1.0171 -0.9453 1.287 0.671 -0.157 -0.055
N 1.1635 -1.5339 1.8352 -0.945 0.948 0.292 -0.023
N 0.4079 -0.7714 2.0669 0.942 -0.956 -0.282 0.028
O 0.3133 0.4093 -1.0173 -0.575 -0.235 0.000 -0.301
Cl -2.0558 -0.1794 -0.8227 -0.370 -0.610 0.080 -0.053
H 1.0266 1.0582 -1.1168 -0.338 0.181 0.068 0.404
```
Forces are in eV/Å.

For the frontier orbital gap, the calculation gives 9.95 eV. The value obtained for the calculated total energy is -683.60919 Eh. The value obtained for the HOMO energy is -9.50 eV. The energy above the lowest of the compared OMol25 structures with the same formula, charge and spin is 0.0 kcal per mole. The value obtained for the lowest unoccupied orbital energy is 0.447 eV.


3.
The molecule C19H23NO2S. Source: OMol25; level of theory: ωB97M-V/def2-TZVPD.

```
46
Properties=species:S:1:pos:R:3:forces:R:3:mulliken_charge:R:1
C 2.3093 -5.7947 3.9064 0.207 -0.057 0.017 -0.824
H 2.2842 -6.5918 4.6478 0.057 0.052 -0.058 0.236
O 0.9759 -5.3731 3.7556 -0.281 0.122 -0.066 -0.455
C 0.7051 -4.3729 2.8711 -0.208 0.094 -0.047 0.873
C 1.6530 -3.7137 2.0952 0.154 -0.215 0.183 -0.444
C 1.2562 -2.7126 1.2266 -0.207 0.030 -0.025 -0.723
C -0.0770 -2.3472 1.1105 -0.051 0.000 -0.105 0.286
C -1.0181 -3.0044 1.8937 0.150 -0.009 -0.077 -0.406
C -0.6367 -4.0067 2.7603 0.183 -0.187 0.163 -0.632
H -1.3609 -4.5256 3.3682 -0.088 -0.066 0.079 0.424
H -2.0617 -2.7337 1.8205 -0.122 0.032 -0.016 0.350
C -0.4680 -1.2280 0.1813 0.163 -0.026 -0.031 -1.114
N -0.0040 0.0486 0.6862 -0.289 -0.316 0.195 0.149
C 1.0300 0.7154 0.1397 0.036 0.389 0.466 0.534
O 1.6124 0.3457 -0.8594 0.295 -0.087 -0.364 -0.658
C 1.3967 2.0023 0.8702 -0.019 -0.048 -0.243 -1.171
C 0.5808 3.1706 0.3289 -0.407 0.186 0.184 -0.238
H 0.9695 4.1183 0.7053 0.061 -0.070 -0.137 0.423
H 0.6059 3.1608 -0.7595 0.111 0.047 -0.036 0.114
S -1.1762 3.0573 0.8300 0.024 0.301 -0.040 -0.175
C -2.0052 3.5636 -0.7295 0.283 0.011 0.484 -0.919
C -1.6022 2.6804 -1.8665 -0.012 -0.063 -0.189 0.778
C -1.9423 1.3338 -1.7982 -0.018 0.025 -0.098 -0.662
C -1.5586 0.4483 -2.7844 -0.061 -0.045 0.031 -0.520
C -0.8161 0.9080 -3.8577 0.035 -0.010 -0.084 -0.822
C -0.4847 2.2469 -3.9398 0.031 -0.075 -0.038 -0.831
C -0.8679 3.1529 -2.9577 -0.089 -0.053 0.049 1.158
C -0.5081 4.6038 -3.1127 -0.045 -0.039 0.026 -1.545
H -1.4079 5.2154 -3.1834 0.019 0.114 0.008 0.365
H 0.0820 4.9668 -2.2717 0.031 0.085 0.050 0.292
H 0.0737 4.7498 -4.0194 0.029 0.048 -0.032 0.410
H 0.0906 2.6016 -4.7830 0.056 0.041 -0.078 0.340
H -0.4958 0.2254 -4.6302 0.032 -0.062 -0.071 0.402
H -1.8324 -0.5937 -2.7161 -0.020 -0.105 0.007 0.450
H -2.5113 0.9902 -0.9458 -0.038 -0.069 0.095 0.382
H -1.7744 4.6134 -0.8951 -0.146 -0.024 -0.100 0.369
H -3.0665 3.4605 -0.5022 -0.008 0.094 -0.033 0.450
H 2.4532 2.2019 0.6806 -0.055 -0.097 0.057 0.390
H 1.2398 1.8981 1.9451 0.060 -0.002 0.041 0.335
H -0.4552 0.4176 1.5085 0.112 0.046 -0.133 0.292
H -1.5539 -1.1964 0.0578 0.048 -0.025 -0.066 0.466
H 0.0072 -1.3562 -0.7952 -0.178 0.025 0.080 0.381
H 1.9952 -2.2045 0.6245 0.108 0.064 -0.081 0.450
H 2.6986 -3.9715 2.1553 0.086 -0.054 0.029 0.379
H 2.9496 -4.9841 4.2696 -0.019 -0.030 -0.030 0.330
H 2.7160 -6.1867 2.9685 -0.007 0.029 0.035 0.334
```
Forces are in eV/Å.

For the frontier orbital gap, the calculation gives 8.93 eV. The value obtained for the calculated total energy is -1341.24570 Eh. The value obtained for the HOMO energy is -8.29 eV. The energy above the lowest of the compared OMol25 structures with the same formula, charge and spin is 4.2 kcal per mole. The value obtained for the lowest unoccupied orbital energy is 0.646 eV.


Among the records above, which one has the highest HOMO energy?
C19H23NO2S